DFT (ωB97M-V/def2-TZVPD) results for C28H46BrN3P2SSr as an isolated structure at a distorted geometry.

Geometry as XYZ:
```
82
Properties=species:S:1:pos:R:3
N 9.478 -5.594 -3.411
C 8.292 -6.069 -3.797
C 7.076 -5.549 -3.326
C 7.082 -4.471 -2.415
C 8.346 -3.985 -2.020
C 9.508 -4.582 -2.546
C 5.798 -3.923 -1.919
Sr -0.190 -0.071 -0.117
P -2.016 5.599 -2.215
C 5.412 -2.626 -1.993
C 4.148 -2.062 -1.522
C 4.010 -0.659 -1.476
C 2.827 -0.044 -1.044
C 1.886 -0.926 -0.675
C 1.860 -2.267 -0.676
C 3.061 -2.856 -1.112
Br -2.286 1.137 0.815
H 5.130 -4.666 -1.473
H 6.094 -1.901 -2.453
H 6.135 -5.970 -3.676
H 8.445 -3.161 -1.314
H 8.291 -6.899 -4.507
H 10.490 -4.210 -2.244
H 4.840 -0.028 -1.788
H 3.123 -3.940 -1.130
H 2.744 1.030 -1.013
H 1.034 -2.891 -0.364
P 1.210 1.178 1.828
C -1.869 4.206 -3.456
C -1.982 4.671 -4.918
H -2.628 3.443 -3.230
H -0.885 3.751 -3.281
H -2.314 3.847 -5.560
H -2.700 5.489 -5.030
H -1.012 5.019 -5.293
C -0.189 5.832 -1.872
C 0.190 7.227 -1.351
H 0.318 5.642 -2.830
H 0.138 5.052 -1.168
H 1.257 7.421 -1.517
H -0.379 8.011 -1.861
H 0.005 7.318 -0.276
C -2.557 4.621 -0.719
C -4.048 4.781 -0.366
H -1.920 4.889 0.137
H -2.350 3.569 -0.956
H -4.222 4.545 0.691
H -4.405 5.800 -0.546
H -4.663 4.099 -0.966
C 0.029 1.367 3.192
C 0.537 0.989 4.577
H -0.873 0.761 2.947
H -0.296 2.418 3.142
H 0.660 -0.095 4.674
H 1.491 1.471 4.817
H -0.193 1.302 5.334
C 1.836 2.784 1.300
C 3.358 2.930 1.179
H 1.442 3.457 2.068
H 1.335 3.085 0.355
H 3.806 3.157 2.154
H 3.847 2.036 0.780
H 3.597 3.765 0.509
C 2.559 0.046 2.244
C 2.283 -1.446 2.534
H 2.963 0.539 3.121
H 3.296 0.155 1.436
H 3.138 -2.075 2.233
H 2.105 -1.627 3.606
H 1.404 -1.812 1.988
S -1.136 -2.659 0.953
C -2.723 -2.235 1.334
N -3.653 -1.823 0.438
C -4.948 -1.624 1.059
C -4.727 -2.111 2.505
N -3.298 -2.382 2.552
H -3.468 -1.619 -0.555
H -5.713 -2.221 0.557
H -5.200 -0.559 1.024
H -5.268 -3.042 2.694
H -5.000 -1.347 3.235
H -2.824 -2.760 3.388
```

Computed properties:
* orbital gap (alpha / beta): 2.096 / 2.148 eV
* E_HOMO (alpha / beta): -0.448 / -0.449 Eh
* total charge: +2
* energy relative to the best compared isomer or geometry (same formula, charge and spin): 478.5 kJ/mol
* energy: -134525.747 eV